78
Properties=species:S:1:pos:R:3:forces:R:3 method="wB97M-V/def2-TZVPD" charge=+1 homo_energy_ev=-12.0293 lumo_energy_ev=-10.28
Tl 1.22381 0.15610 -3.64520 0.2 0.0 0.1
As 2.77180 -4.35857 -2.98798 1.3 -0.8 -0.4
F 2.16907 -2.67848 -2.99927 0.4 0.1 -0.2
F 4.17409 -3.99374 -2.01522 -0.9 0.3 0.3
F 3.22444 -6.04132 -2.99593 -0.4 0.7 0.3
F 1.43990 -4.76092 -4.02708 -0.2 0.2 0.3
F 3.80761 -4.01941 -4.34630 -0.7 0.1 0.1
F 1.76444 -4.52882 -1.53172 0.1 -0.2 -0.4
N 1.12869 0.60617 -0.95364 0.0 -2.6 2.7
S 1.05665 1.85177 -0.01407 0.9 5.5 -1.7
O 2.28338 2.46194 0.42414 -0.8 -1.2 0.1
O -0.06457 1.87197 0.88858 0.3 -0.3 -0.3
F 0.70268 2.78799 -1.27013 -0.6 0.2 0.8
S 0.99054 -0.54387 0.25401 0.9 -5.1 -1.6
O -0.35409 -1.01009 0.50581 0.6 1.4 0.2
O 1.99213 -0.47012 1.27880 -1.2 1.0 -0.2
F 1.54665 -1.76121 -0.60731 -0.2 0.9 0.2
Cl -2.12362 2.62360 6.65603 0.0 -0.3 -0.1
C -1.81588 2.72940 4.88959 -0.3 -0.6 0.4
C -2.06593 1.38296 4.16641 1.3 0.6 -0.3
Cl -3.73642 0.77205 4.13965 0.4 0.1 0.3
H -0.76094 2.99097 4.83479 0.0 -0.1 -0.4
H -2.42087 3.58674 4.61256 -0.1 -0.3 -0.5
H -1.30475 0.69174 4.53405 -0.8 -0.5 0.8
H -1.74469 1.38581 3.12599 -0.3 0.7 -0.1
Cl -4.39954 -3.00422 -0.18397 0.2 0.2 -0.1
C -3.73134 -3.40799 1.39919 0.9 -1.3 1.1
C -2.26740 -3.88049 1.42271 -0.7 0.4 -1.2
Cl -2.08549 -5.52105 0.70264 0.0 0.3 0.2
H -4.29359 -4.26347 1.76987 -0.4 0.3 0.1
H -3.79050 -2.57837 2.10043 -0.4 0.2 -0.3
H -1.91357 -3.90684 2.44799 0.1 0.0 0.0
H -1.69386 -3.20651 0.78850 0.4 0.0 0.3
O -3.81929 2.71740 0.73379 0.1 0.2 0.0
C -3.38463 3.51207 1.58267 -1.6 -0.3 -0.1
N -2.10806 3.50368 1.93661 -0.2 0.5 -0.5
C -4.37523 4.40101 2.32674 0.8 -0.2 -0.2
H -1.53114 2.94588 1.32597 0.6 0.1 0.3
H -1.72159 4.23297 2.50953 0.1 0.0 0.0
H -4.95796 5.04963 1.67685 0.3 0.0 -0.3
H -3.78142 5.00314 3.01399 -0.5 0.1 0.3
H -5.09260 3.73260 2.79922 0.2 0.1 0.4
O -0.27618 -2.05543 -2.54076 -0.1 0.4 -0.2
C -1.21905 -2.87108 -2.58677 0.0 0.4 0.3
N -1.12545 -4.01282 -1.94975 0.7 0.2 0.2
C -2.47290 -2.46768 -3.29455 -0.1 0.0 -0.8
H -0.21450 -4.15891 -1.51284 0.1 -0.6 -0.1
H -1.80749 -4.75284 -1.99249 -0.1 0.0 -0.1
H -3.30867 -2.79350 -2.68067 -0.2 0.2 -0.1
H -2.50135 -2.92851 -4.28550 0.0 -0.4 0.2
H -2.44964 -1.40455 -3.51792 -0.1 0.1 0.5
O 5.60397 0.01738 2.86296 -0.1 -1.0 0.3
C 5.69914 -1.21983 2.81704 0.8 1.5 -0.2
N 5.25739 -1.89288 1.76409 -0.4 0.2 0.0
C 6.43902 -1.98975 3.85522 -0.2 -0.5 1.1
H 5.19858 -2.89188 1.86001 -0.3 0.0 -0.6
H 4.72172 -1.30704 1.13581 -0.2 -0.8 -0.3
H 5.86511 -1.92670 4.78307 0.3 0.3 0.1
H 7.43630 -1.57932 3.99265 -0.1 0.1 0.1
H 6.51623 -3.06076 3.66874 0.0 0.1 -0.5
O -1.57663 0.77416 -2.40803 0.0 -0.3 0.0
C -2.68016 0.87703 -1.84704 -0.2 -0.5 -0.1
N -2.82781 0.63356 -0.53864 0.7 0.5 -0.5
C -3.94804 1.25476 -2.56694 -1.5 -0.1 0.8
H -3.68935 0.94055 -0.10791 0.0 -0.2 0.4
H -1.98233 0.51476 0.01244 -0.1 -0.2 0.1
H -3.95819 2.33130 -2.72942 0.1 -0.1 -0.4
H -4.79505 1.04296 -1.90321 0.2 0.4 0.5
H -4.33608 0.67097 -3.40134 1.2 0.1 -0.6
O 2.98547 2.48495 -3.20049 0.4 -0.1 -0.1
C 3.56966 3.57168 -3.02793 -1.9 -0.8 -0.7
N 3.83699 3.96579 -1.79118 0.5 0.3 0.7
C 3.77593 4.51878 -4.17073 0.8 1.1 0.1
H 4.22719 4.86132 -1.55270 0.1 0.0 -0.3
H 3.59297 3.34876 -1.02729 0.0 0.0 -0.1
H 4.38492 5.36216 -3.83355 0.2 -0.1 -0.1
H 2.86277 5.00410 -4.51542 -0.3 -0.5 0.2
H 4.25861 4.07635 -5.03827 0.0 -0.3 0.2

---

62
Properties=species:S:1:pos:R:3:forces:R:3 method="wB97M-V/def2-TZVPD" charge=0 spin_multiplicity=2 homo_energy_ev="-8.5532 / -8.5574" e_above_lowest_ev=0.000 lumo_energy_ev="0.40 / 0.08"
C 0.98244 0.17210 -0.28892 0.4 0.0 0.1
C 0.81245 -0.21257 1.19547 -0.9 -1.2 0.1
C -0.47768 -1.07748 1.33850 0.4 -0.1 0.5
C 1.96782 -1.08954 1.67204 0.2 1.0 0.0
C 3.30512 -0.34704 1.91592 0.7 0.0 0.5
C 3.93425 -1.02256 3.18501 -0.5 0.1 0.0
C 3.99757 -2.54148 3.10662 0.0 -0.2 0.0
O 4.81952 -3.17124 2.49852 0.1 0.1 0.0
P 4.49108 -0.73685 0.47146 0.2 -0.8 -0.4
O 4.52281 0.67374 -0.40256 0.0 0.0 0.4
O 5.98481 -0.65989 1.16055 -0.7 0.6 0.0
C 3.20755 1.17152 2.23746 -0.2 -0.5 -0.2
C 1.81654 1.86300 2.25218 0.5 1.2 1.0
C 1.82778 3.01290 1.22286 0.3 -0.1 0.2
C 1.65026 2.53995 3.63315 -0.5 -0.9 0.0
N 0.65266 0.95528 2.10419 0.2 0.5 -2.1
O -0.42739 1.59987 1.83536 -0.1 -0.1 0.8
H 0.68890 1.19446 -0.51459 0.0 0.0 0.1
H 2.01570 -0.01032 -0.59934 0.0 0.3 -0.1
H 0.38497 -0.48354 -0.91595 0.0 -0.1 0.1
H -1.11365 -1.04920 0.46839 -0.2 0.2 0.0
H -1.03876 -0.81464 2.23454 0.0 0.1 0.0
H -0.17051 -2.11986 1.45147 -0.1 0.0 -0.1
H 2.12427 -1.86824 0.92147 -0.1 -0.2 0.1
H 1.64524 -1.55015 2.60825 0.0 -0.1 0.0
H 3.25250 -0.76447 4.00278 0.1 -0.1 0.1
H 4.90417 -0.59275 3.43437 0.1 -0.2 -0.1
H 3.19765 -3.09393 3.64607 0.0 0.2 0.0
H 3.68546 1.14981 -0.38243 0.0 0.1 -0.1
H 6.05742 0.15578 1.67770 0.4 0.0 -0.1
H 3.83413 1.73263 1.53980 0.0 0.0 0.0
H 3.67171 1.32804 3.21179 -0.1 0.0 0.0
H 0.89655 3.57281 1.22227 -0.1 -0.2 -0.2
H 2.61348 3.69932 1.54760 0.0 0.0 0.0
H 2.11568 2.68449 0.22387 -0.3 0.0 -0.1
H 0.63504 2.92103 3.74437 0.1 0.2 -0.1
H 2.38743 3.32385 3.78798 0.0 0.0 0.0
H 1.76256 1.76305 4.39541 0.1 0.2 0.1
C -1.67991 -2.77832 -2.29762 -0.1 -0.1 -0.1
O -1.19210 -2.15507 -1.35095 0.0 -0.1 -0.4
N -0.93710 -3.65349 -3.03418 0.1 0.0 0.1
N -2.97049 -2.63066 -2.66890 0.2 0.0 0.3
H -1.30716 -4.16611 -3.81083 0.0 0.0 0.0
H 0.02482 -3.77401 -2.77899 0.0 0.0 0.0
H -3.54651 -1.98853 -2.14657 -0.2 0.0 -0.2
H -3.37882 -3.12013 -3.44118 0.0 0.1 0.0
C -6.26400 -0.33593 -2.39030 0.0 0.1 0.0
O -5.46546 -1.25196 -2.27842 0.0 0.0 0.0
N -6.52415 0.53276 -1.36910 0.0 0.0 0.0
N -6.95755 -0.10868 -3.54275 0.0 -0.1 0.0
H -7.17594 1.28965 -1.44280 0.0 0.0 0.0
H -6.03054 0.39112 -0.50783 0.0 0.0 0.0
H -6.78460 -0.72628 -4.31327 0.0 0.0 0.0
H -7.61525 0.63876 -3.65112 0.0 0.0 0.0
C -2.27144 1.16116 -3.66287 0.0 0.0 0.1
O -2.09120 0.52357 -4.68615 0.0 0.0 0.0
N -2.79221 2.43226 -3.67873 -0.1 0.0 0.0
N -1.97612 0.67503 -2.42449 0.0 0.0 -0.1
H -2.94607 2.97318 -2.85005 0.0 0.0 0.0
H -3.01972 2.82415 -4.57228 0.0 0.0 0.0
H -1.59191 -0.25414 -2.36490 0.0 0.0 0.2
H -2.12411 1.19375 -1.57934 0.0 0.0 0.0

---

60
Properties=species:S:1:pos:R:3:forces:R:3 method="wB97M-V/def2-TZVPD" charge=-2 homo_energy_ev=-0.8982 lumo_energy_ev=3.76
O 0.60424 0.16603 -0.27283 0.0 -0.1 -0.1
H -0.09912 -0.51802 -0.06932 -0.1 -0.3 -0.3
H 1.38039 0.13641 0.39362 0.9 0.4 0.9
H 0.17601 1.05668 -0.24268 -0.2 1.0 -0.1
C -0.72628 3.83669 -2.15376 -0.1 1.0 -0.8
C -0.80032 5.02207 -2.93320 0.2 1.5 -0.2
C -0.43716 6.39430 -2.21547 0.0 -0.7 1.0
O -0.44836 7.41915 -2.89147 0.1 0.3 -0.1
C -0.12408 6.30595 -0.81773 -0.7 1.0 -1.2
C -0.20286 5.16346 -0.06289 1.3 -0.1 1.6
C -0.52028 3.86726 -0.79294 -0.1 -2.3 -0.2
O -0.56090 2.72226 -0.18944 0.3 0.3 0.9
O 0.14593 5.18814 1.16442 -0.8 -1.0 -0.9
O -1.11035 5.12500 -4.12265 0.0 -0.7 0.1
H -0.88050 2.91401 -2.69891 0.1 -0.2 0.2
H 0.08790 7.18085 -0.21285 0.1 0.3 -0.4
C 3.70933 -0.54008 -0.58224 0.7 -0.1 -0.3
C 3.82625 -0.25195 0.91675 0.0 0.9 -0.2
O 2.69151 0.36239 1.43063 -0.7 -1.0 -0.4
H 2.97566 -1.33602 -0.72034 0.0 0.0 -0.4
H 4.67814 -0.79194 -1.03730 0.0 -0.7 0.4
H 3.49067 0.32911 -1.20747 -0.8 0.2 0.5
H 4.74243 0.35240 1.03775 -0.1 0.5 0.1
H 4.11990 -1.17015 1.45488 -0.3 -0.4 -0.1
O -1.25762 0.96367 1.74651 -0.6 -0.2 0.3
H -1.37890 1.67276 1.08752 0.5 0.4 -0.2
H -1.25698 1.42191 2.59297 0.2 0.1 -0.1
O 1.26240 -1.31161 3.44327 0.5 -0.1 0.2
H 1.78460 -0.76261 2.81670 0.1 0.5 -0.4
H 1.90922 -1.69294 4.04151 0.0 0.0 0.0
O -1.18123 -1.74048 2.51798 -0.5 0.3 0.1
H -1.40767 -0.85710 2.16128 0.2 -0.2 0.2
H -0.40601 -1.56838 3.09035 -0.1 -0.2 -0.4
O 2.53981 3.17808 2.09105 -0.2 0.1 -0.4
H 2.48072 2.31417 1.63354 0.1 0.1 0.4
H 1.88605 3.75154 1.64966 0.0 -0.1 0.2
C -2.87412 1.17365 -1.53566 0.0 0.1 -0.4
O -2.02432 0.04257 -1.43102 -0.1 0.1 0.0
C -2.77031 -1.14967 -1.43169 0.5 0.0 -0.9
C -1.74466 -2.30524 -1.42999 -0.6 1.1 0.5
N -0.88536 -2.10747 -0.26518 -0.2 -1.0 0.3
C 0.24689 -3.02194 -0.16009 0.5 -0.4 0.1
C -0.00290 -4.54115 -0.10512 0.2 0.5 -0.2
O -0.11659 -4.95903 1.24057 -0.2 -0.3 0.0
C -0.48058 -6.32794 1.30310 0.1 1.0 1.1
H -3.43149 1.11789 -2.47903 -0.3 -0.1 0.1
H -2.29055 2.09017 -1.59872 0.1 -0.3 0.4
H -3.54112 1.21016 -0.66850 -0.2 0.1 -0.1
H -3.33747 -1.21436 -2.37275 -0.1 -0.1 -0.1
H -3.53350 -1.11113 -0.64502 0.3 -0.4 0.4
H -1.18166 -2.19271 -2.35730 0.2 -0.1 0.1
H -2.25833 -3.27207 -1.42506 0.0 -0.1 -0.1
H -1.46544 -2.26456 0.55485 0.2 0.3 0.3
H 0.81425 -2.84474 0.75781 -0.3 0.5 0.1
H 0.94865 -2.76429 -0.95718 -0.1 -0.3 -0.2
H 0.86846 -5.04960 -0.53905 -0.1 -0.1 -0.2
H -0.90261 -4.84697 -0.65402 0.0 0.0 -0.1
H 0.28967 -6.95563 0.84924 -0.3 -0.2 -0.4
H -1.50470 -6.43367 0.93687 0.2 -0.5 -0.5
H -0.51473 -6.57525 2.36602 0.1 0.0 0.0